A molecular structure, C4H6BrF5O7PS2, computed with wB97M-V/def2-TZVPD.

Last column: Mulliken charge in e.
Element x y z (Å)
1 O 0.98471 -2.45496 2.74699  -0.542
2 S 0.46466 -1.14326 2.04063  0.669
3 O 1.82013 -0.57346 1.17385  -0.147
4 P 2.21245 1.07288 1.58669  0.379
5 O 0.74828 2.02386 1.87695  -0.410
6 Br 3.11398 1.94834 -0.35191  -0.148
7 O -0.70841 -1.62416 0.90144  -0.265
8 S -1.59188 -0.29764 0.28278  1.059
9 O -0.69743 0.75085 -0.47810  -0.454
10 O -2.53300 -0.89679 -0.83428  -0.559
11 C -2.74799 0.50648 1.53333  0.535
12 F -3.95576 -0.38703 1.60630  -0.227
13 F -2.17446 0.62391 2.90529  -0.224
14 C -3.27749 1.99567 1.09694  0.560
15 F -2.23195 3.05560 1.34873  -0.203
16 F -4.45968 2.41798 1.93012  -0.234
17 F -3.64998 2.12661 -0.33563  -0.197
18 H 0.76125 2.84026 1.26268  0.301
19 C 1.55941 -1.29902 -2.75031  -0.565
20 C 2.97803 -1.70124 -2.30951  -0.265
21 O 3.75731 -0.65152 -2.51283  -0.837
22 H 1.52098 -1.03054 -3.81359  0.359
23 H 0.87224 -2.13991 -2.60076  0.232
24 H 1.17313 -0.45348 -2.16714  -0.090
25 H 3.19727 -2.63098 -2.85751  0.282
26 H 2.86418 -2.07844 -1.28117  -0.008

Cartesian forces (eV/Å) of the 2 atoms listed first:
-2.41 4.87 -3.38
4.14 -3.63 3.21

Results
E: -133159.7079 eV
Net charge: -1
Orbital gap: 0.0929 Ha
Strongest force on any atom: 0.209 Eh/bohr
Highest occupied orbital energy: -2.294 eV